Molecular formula: C22H38AsN3PdSi2
Method: DFT, the ωB97M-V functional and the def2-TZVPD basis

Summary:
highest occupied orbital energy (alpha / beta) = -6.66 / -6.97 eV
LUMO (alpha / beta) = 0.588 / -1.653 eV
E = -3967.999054 hartree
gap between HOMO and LUMO (alpha / beta) = 7.24 / 5.32 eV

```
! wB97M-V def2-TZVPD RIJCOSX def2/J DEFGRID3
* xyz 0 3
Pd -0.66 -0.10 -0.26
C -0.40 -0.06 -3.92
N -0.03 0.81 -2.81
C -1.01 1.89 -2.62
C 1.29 1.20 -2.71
C 2.17 1.14 -3.80
C 3.39 1.77 -3.75
C 3.75 2.52 -2.61
C 2.95 2.50 -1.50
C 1.77 1.70 -1.45
N 1.09 1.36 -0.34
C 1.52 1.73 0.94
C 2.86 1.84 1.34
C 3.20 2.19 2.64
C 2.21 2.45 3.57
C 0.88 2.27 3.21
C 0.53 1.86 1.93
N -0.83 1.50 1.62
C -1.61 2.62 1.05
C -1.53 0.93 2.78
H -0.42 0.48 -4.87
H -1.40 -0.45 -3.72
H 0.28 -0.90 -3.97
H -1.21 2.37 -3.58
H -0.62 2.63 -1.93
H -1.94 1.48 -2.23
H 1.85 0.67 -4.72
H 4.04 1.76 -4.62
H 4.65 3.11 -2.61
H 3.24 3.08 -0.63
H 3.64 1.56 0.65
H 4.25 2.25 2.92
H 2.47 2.76 4.58
H 0.11 2.41 3.96
H -1.86 3.36 1.82
H -2.53 2.23 0.63
H -1.03 3.10 0.27
H -1.86 1.71 3.48
H -0.88 0.24 3.30
H -2.41 0.40 2.43
C 2.00 -1.81 2.16
Si 0.83 -2.90 1.21
C -0.68 -3.15 2.27
C 1.64 -4.56 0.99
As 0.45 -2.04 -0.95
Si -2.55 -1.42 -0.48
C -3.64 -1.35 1.05
C -3.63 -0.62 -1.79
C -2.54 -3.22 -0.98
H 2.15 -2.23 3.16
H 1.60 -0.80 2.27
H 2.97 -1.73 1.66
H -0.43 -3.86 3.07
H -1.53 -3.54 1.72
H -0.99 -2.20 2.74
H 1.99 -4.96 1.94
H 2.49 -4.50 0.30
H 0.92 -5.27 0.56
H -3.92 -0.32 1.30
H -3.18 -1.80 1.93
H -4.56 -1.89 0.82
H -3.73 0.46 -1.68
H -4.63 -1.05 -1.68
H -3.29 -0.83 -2.80
H -1.99 -3.86 -0.28
H -2.07 -3.35 -1.96
H -3.57 -3.59 -1.04
*
```